DFT (ωB97M-V with the def2-TZVPD basis set) results for a molecular structure, C23H21F10IrN5 at a distorted geometry.

Geometry (Å):
Ir  -0.8214  0.3667  -0.3464
C  -1.9643  -2.4413  0.6822
N  -0.8850  -2.0349  -0.2237
C  0.4508  -2.4973  0.2238
C  1.4417  -1.3249  0.3515
N  1.1397  -0.2674  -0.6043
C  1.9283  -0.0305  -1.6981
C  2.6403  -1.0213  -2.3937
F  2.5874  -2.2930  -1.9739
C  3.3277  -0.7604  -3.5604
F  3.9505  -1.7419  -4.1972
C  3.3329  0.5221  -4.0891
F  3.9730  0.7764  -5.2164
C  2.6457  1.5308  -3.4303
F  2.6430  2.7624  -3.9252
C  1.9592  1.2544  -2.2658
F  1.3228  2.2628  -1.6669
C  -1.1487  -2.4419  -1.6185
C  -1.9827  -1.4077  -2.3644
N  -1.3154  -0.1191  -2.2573
C  -0.7186  0.4761  -3.3435
C  -0.0668  -0.2257  -4.3719
F  0.0106  -1.5638  -4.3267
C  0.6027  0.4143  -5.3937
F  1.2530  -0.2933  -6.3080
C  0.6343  1.7995  -5.4419
F  1.2789  2.4165  -6.4163
C  -0.0010  2.5310  -4.4490
F  0.0238  3.8549  -4.4883
C  -0.6517  1.8796  -3.4213
F  -1.2415  2.6220  -2.4863
H  -1.7815  -2.0271  1.6725
H  -2.0388  -3.5319  0.7551
H  -2.9143  -2.0479  0.3241
H  0.8390  -3.2261  -0.4874
H  0.3673  -3.0027  1.1864
H  2.4660  -1.6891  0.2743
H  1.3278  -0.8716  1.3408
H  -1.6226  -3.4297  -1.6537
H  -0.1934  -2.5104  -2.1372
H  -2.9754  -1.3017  -1.9167
H  -2.1214  -1.7178  -3.3992
N  -0.8825  0.8959  1.6591
C  -0.7651  1.0724  2.7980
N  -0.6749  1.3198  4.0693
C  -1.5446  2.3156  4.7264
C  -2.2532  1.6750  5.9103
C  -1.2581  0.9892  6.8457
C  -0.4177  -0.0358  6.0854
C  0.3073  0.6352  4.9299
H  -2.2456  2.6994  3.9881
H  -0.9087  3.1417  5.0565
H  -2.9797  0.9454  5.5425
H  -2.8097  2.4498  6.4392
H  -1.7880  0.5090  7.6676
H  -0.5975  1.7410  7.2896
H  -1.0685  -0.8196  5.6865
H  0.3106  -0.5148  6.7404
H  0.8778  -0.0661  4.3234
H  0.9962  1.3981  5.3041

**Total charge**: +1
**Spin multiplicity**: 5
**⟨S²⟩**: 6.042
**HOMO (spin up / spin down)**: -10.234 / -11.314 eV
**HOMO-LUMO gap (spin up / spin down)**: 8.068 / 6.065 eV
**Relative energy (zero: lowest compared OMol25 entry of this formula, charge and spin)**: 0.297 eV
**Total energy**: -61644.65979 eV



DFT (ωB97M-V with the def2-TZVPD basis set) results for a molecular structure, C23H21N5O5ReS.

Geometry (Å):
Re  0.1740  -0.7085  0.0283
C  4.5073  -2.6433  -2.6502
C  3.1770  -2.4092  -2.9726
C  2.2451  -2.2120  -1.9697
C  2.6699  -2.2595  -0.6404
C  4.0064  -2.4906  -0.3051
C  4.9195  -2.6836  -1.3202
N  1.7349  -2.0069  0.3979
N  1.9661  -2.4861  1.5316
C  1.1022  -1.9880  2.4949
C  1.2350  -2.3533  3.8174
C  0.4058  -1.7405  4.7475
C  -0.5152  -0.7953  4.3163
C  -0.6155  -0.4982  2.9701
N  0.1818  -1.0897  2.0626
H  5.2318  -2.7916  -3.4395
H  2.8632  -2.3889  -4.0067
H  1.2037  -2.0770  -2.2269
H  4.3130  -2.4909  0.7308
H  5.9597  -2.8535  -1.0802
H  1.9800  -3.0859  4.0923
H  0.4841  -1.9936  5.7960
H  -1.1683  -0.2909  5.0138
H  -1.3371  0.2138  2.5892
C  -1.1982  6.8888  -0.0433
C  -0.6422  5.5333  -0.3522
C  0.4673  5.3871  -1.1840
C  0.9705  4.1371  -1.4908
C  0.3412  3.0208  -0.9437
C  -0.7720  3.1288  -0.1065
C  -1.2493  4.3875  0.1799
S  1.0015  1.4878  -1.3285
O  1.9985  1.5371  -2.3238
O  1.4813  0.7769  -0.0086
O  -0.1441  0.4824  -1.5780
H  -0.5078  7.6794  -0.3274
H  -1.4238  6.9846  1.0184
H  -2.1310  7.0410  -0.5902
H  0.9433  6.2649  -1.6003
H  1.8270  4.0245  -2.1407
H  -1.2683  2.2587  0.3069
H  -2.1135  4.4921  0.8233
C  -3.0292  -3.8438  -1.7162
N  -3.0298  -2.6180  -0.9008
C  -4.2189  -2.0121  -0.4925
C  -4.2452  -0.8761  0.2180
C  -3.0114  -0.2025  0.6096
O  -2.9136  0.8247  1.2423
N  -1.8678  -0.8814  0.1602
C  -1.9084  -2.0028  -0.5618
O  -0.7007  -2.3835  -0.8464
H  -3.7579  -4.5359  -1.3031
H  -2.0413  -4.2909  -1.6738
H  -3.2827  -3.6018  -2.7460
H  -5.1159  -2.5334  -0.7959
H  -5.1821  -0.4323  0.5187

**Total charge**: +2
**Spin multiplicity**: 2
**⟨S²⟩**: 0.757
**HOMO (spin up / spin down)**: -14.826 / -14.822 eV
**HOMO-LUMO gap (spin up / spin down)**: 6.967 / 6.366 eV
**Relative energy (zero: lowest compared OMol25 entry of this formula, charge and spin)**: 0.166 eV
**Total energy**: -54830.90679 eV



DFT (ωB97M-V with the def2-TZVPD basis set) results for a molecular structure, C23H21NO6PPt.

Geometry (Å):
Pt  0.9634  1.3480  0.7829
O  0.8950  -1.0357  4.2352
C  0.5323  -0.1533  3.3385
O  1.1111  -0.1002  2.2553
C  -0.6692  0.6540  3.7611
O  -0.8683  1.7888  2.9853
C  -0.3260  2.9885  3.5388
C  1.1113  3.3379  3.1472
O  1.6274  4.2555  3.7351
O  1.7041  2.6653  2.1866
H  1.6551  -1.5496  3.9138
H  -0.5732  0.8709  4.8282
H  -1.5256  -0.0192  3.6403
H  -0.3602  2.9580  4.6295
H  -0.9708  3.8031  3.2129
O  1.6618  3.9276  -0.2148
N  1.0685  2.7530  -0.6182
C  0.9710  2.6970  -1.8900
C  0.3244  1.6748  -2.7126
C  0.0964  2.0577  -4.0370
C  -0.5647  1.2211  -4.9180
C  -1.0062  -0.0213  -4.4881
C  -0.7818  -0.4161  -3.1788
C  -0.1135  0.4141  -2.2845
P  0.1544  -0.1941  -0.6073
C  1.2765  -1.6003  -0.7987
C  1.4129  -2.5149  0.2485
C  2.3117  -3.5625  0.1460
C  3.0916  -3.7002  -0.9956
C  2.9635  -2.7941  -2.0360
C  2.0572  -1.7472  -1.9419
C  -1.4345  -0.8458  -0.0472
C  -2.3301  0.0567  0.5307
C  -3.5830  -0.3743  0.9360
C  -3.9427  -1.7065  0.7757
C  -3.0520  -2.6075  0.2095
C  -1.7976  -2.1819  -0.2031
H  1.6740  3.8974  0.7603
H  1.3352  3.5774  -2.4094
H  0.4355  3.0301  -4.3713
H  -0.7378  1.5406  -5.9365
H  -1.5210  -0.6844  -5.1701
H  -1.1290  -1.3879  -2.8498
H  0.7980  -2.4198  1.1338
H  2.4023  -4.2774  0.9533
H  3.7965  -4.5171  -1.0730
H  3.5675  -2.9002  -2.9270
H  1.9681  -1.0473  -2.7626
H  -2.0416  1.0928  0.6685
H  -4.2778  0.3274  1.3782
H  -4.9197  -2.0438  1.0954
H  -3.3330  -3.6452  0.0882
H  -1.1071  -2.8901  -0.6434

**Total charge**: +1
**Spin multiplicity**: 1
**HOMO**: -12.121 eV
**HOMO-LUMO gap**: 8.580 eV
**Relative energy (zero: lowest compared OMol25 entry of this formula, charge and spin)**: 0.000 eV
**Total energy**: -50496.90789 eV



DFT (ωB97M-V with the def2-TZVPD basis set) results for a molecular structure, C23H22AuN6O3S2.

Geometry (Å):
Au  -0.5631  0.1394  0.1853
N  5.3528  -0.1564  -4.9330
C  4.7143  -0.1761  -3.7299
C  5.2089  0.5675  -2.6472
C  4.5701  0.5406  -1.4277
C  3.4245  -0.2327  -1.2675
C  2.9241  -0.9838  -2.3271
C  3.5592  -0.9535  -3.5483
S  2.6170  -0.2893  0.2709
O  3.4971  0.1361  1.3127
O  1.9285  -1.5516  0.3847
N  1.3372  0.7797  0.2076
C  1.4930  2.1580  0.3386
N  0.3965  2.8165  0.7279
C  0.5139  4.1351  0.8441
C  1.7048  4.7982  0.6097
C  2.7723  4.0086  0.2196
N  2.6751  2.6922  0.0672
H  6.1702  0.4067  -5.0738
H  4.9984  -0.6727  -5.7155
H  6.1072  1.1595  -2.7718
H  4.9511  1.1075  -0.5907
H  2.0489  -1.6040  -2.1821
H  3.1784  -1.5456  -4.3711
H  -0.3782  4.6713  1.1473
H  1.7980  5.8674  0.7224
H  3.7425  4.4431  0.0069
C  -6.0665  -0.0913  -2.4626
C  -4.8358  -0.0871  -1.6221
C  -4.8555  -0.5043  -0.2861
C  -3.6740  -0.5071  0.4191
N  -2.5594  -0.1083  -0.1937
C  -2.6250  0.2943  -1.4768
S  -0.9979  0.7756  -1.9375
N  -3.7007  0.3204  -2.2116
H  -6.9691  -0.1232  -1.8569
H  -6.0513  -0.9740  -3.1063
H  -6.0784  0.7824  -3.1107
H  -5.7796  -0.8152  0.1776
H  -3.5901  -0.8071  1.4531
C  -1.1711  -4.3852  2.0808
C  -1.1970  -2.9697  1.5836
O  -1.1563  -2.7066  0.4009
C  -1.2890  -1.8348  2.5673
C  -0.3839  -0.7576  2.5009
C  -0.5617  0.3567  3.3241
C  -1.6334  0.4071  4.2045
C  -2.4851  -0.6834  4.3106
C  -2.3053  -1.8090  3.5076
H  -0.2664  -4.8522  1.6902
H  -2.0202  -4.9286  1.6652
H  -1.1739  -4.4592  3.1653
H  0.5721  -0.9105  1.9933
H  0.1637  1.1601  3.2944
H  -1.7779  1.2715  4.8379
H  -3.2962  -0.6618  5.0271
H  -2.9777  -2.6535  3.6014

**Total charge**: +1
**Spin multiplicity**: 1
**HOMO**: -10.200 eV
**HOMO-LUMO gap**: 5.159 eV
**Relative energy (zero: lowest compared OMol25 entry of this formula, charge and spin)**: 0.153 eV
**Total energy**: -64647.31639 eV